No. 1
DFT (ωB97M-V with the def2-TZVPD basis set) results for a structure of composition C6H10O.

Computed properties:
F_max, eV/Å: 1.612
Multiplicity: 1
Relative energy (zero: lowest compared OMol25 entry of this formula, charge and spin), eV: 2.6619
Total charge: 0
DFT total energy, Ha: -309.74455
HOMO-LUMO gap, eV: 10.3

Structure (XYZ):
```
17
Properties=species:S:1:pos:R:3:forces:R:3
C 2.011 0.171 0.161 -0.17 -0.20 0.08
C 0.473 0.134 0.092 -0.15 0.26 0.27
C -0.432 -1.169 0.106 -0.50 0.01 -0.01
C -0.696 -0.787 -1.289 0.02 -0.08 -0.68
C -1.880 -0.632 -0.417 0.34 -0.35 0.50
C -0.119 1.229 0.974 -0.03 0.16 0.09
O 0.169 0.315 -1.334 0.02 0.30 -0.15
H 2.300 1.120 -0.322 -0.20 -0.27 0.14
H 2.507 -0.620 -0.408 -0.27 -0.05 0.09
H 2.426 0.203 1.175 -0.27 -0.18 -0.09
H -1.122 0.946 1.284 0.13 0.31 0.08
H -0.124 -2.105 0.581 -0.48 0.27 -0.37
H -0.803 -1.494 -2.103 0.27 0.41 -0.42
H -2.241 0.259 0.076 0.47 0.37 -0.53
H -2.756 -1.106 -0.883 0.61 -1.07 1.04
H -0.174 2.166 0.419 0.09 0.06 0.11
H 0.462 1.368 1.887 0.13 0.05 -0.13
```
Positions in Å, forces in eV/Å.

Atom charges from the natural (NBO) analysis, given in e for atoms 1 to 4: atom 1 (C): -0.622, atom 2 (C): 0.266, atom 3 (C): -0.276, atom 4 (C): 0.084

***

No. 2
DFT (ωB97M-V with the def2-TZVPD basis set) results for a cluster of 2 separate species, C6H10O in total.

Computed properties:
F_max, eV/Å: 4.402
Multiplicity: 1
Relative energy (zero: lowest compared OMol25 entry of this formula, charge and spin), eV: 4.4795
Total charge: 0
DFT total energy, Ha: -309.67775
HOMO-LUMO gap (spin up / spin down), eV: 8.6 / 8.6

Structure (XYZ):
```
17
Properties=species:S:1:pos:R:3:forces:R:3
O -1.208 0.662 2.143 0.27 -0.72 2.95
C -1.406 1.651 1.491 -0.16 0.14 2.01
C -1.292 1.579 0.144 1.37 -1.03 -4.05
C -0.730 -0.624 0.085 -2.00 1.07 -0.58
C 0.326 -0.730 -0.890 0.50 0.29 -0.64
C 1.739 -0.369 -0.467 -0.06 0.43 0.33
C 1.386 -1.790 -0.664 -0.01 -0.48 -0.32
H -1.673 2.603 1.945 -0.31 0.46 0.48
H -1.843 2.327 -0.410 -0.62 -0.32 -0.54
H -0.299 1.574 -0.267 0.66 0.29 0.31
H -1.753 -0.757 -0.247 0.23 -0.50 -0.03
H -0.532 -1.046 1.064 0.00 0.55 -0.12
H 0.087 -0.484 -1.922 -0.04 -0.15 0.16
H 2.352 0.133 -1.207 -0.01 -0.11 0.19
H 1.825 -0.017 0.559 0.15 0.01 -0.21
H 1.758 -2.279 -1.559 -0.05 -0.03 0.19
H 1.263 -2.434 0.201 0.08 0.11 -0.12
```
Positions in Å, forces in eV/Å.

Atom charges from the natural (NBO) analysis, given in e for atoms 1 to 4: atom 1 (O): -0.569, atom 2 (C): 0.344, atom 3 (C): -0.593, atom 4 (C): -0.189